Record 1
The following is a quantum chemistry calculation of a molecular structure, C23H40BaCl3N4O3Si in a non-equilibrium geometry, from the OMol25 dataset.

Properties
- Energy above the lowest of the compared OMol25 structures with the same formula, charge and spin: 134.44 kcal/mol
- Orbital gap: 5.89 eV
- Highest occupied orbital energy: -3.93 eV
- Total charge: -1
- DFT total energy: -3040.840545 Eh
- E_LUMO: 0.072 Ha

Each line ends with the Löwdin charge.
Positions of all 75 atoms, in Å:
C1 -0.894 5.116 -0.125  -0.054
C2 -1.257 3.988 0.789  -0.201
H1 -1.478 5.967 0.264  0.056
H2 -1.215 4.928 -1.174  0.085
H3 0.183 5.416 -0.089  0.101
C3 -2.361 4.025 1.598  -0.126
C4 -3.365 5.100 1.476  -0.134
H4 -2.379 3.400 2.471  0.094
H5 -3.724 5.181 0.447  0.078
H6 -3.037 6.096 1.782  0.071
H7 -4.203 4.862 2.116  0.059
Ba1 -0.025 -3.018 -1.100  1.394
Cl1 3.230 -2.169 -0.498  0.084
Cl2 -1.346 -2.705 -3.636  -0.529
H8 5.440 -6.762 -2.766  0.072
H9 6.582 -5.050 -1.783  0.073
C5 4.460 -6.265 -2.872  -0.062
C6 5.829 -4.308 -2.081  -0.052
N1 4.504 -4.967 -2.172  -0.189
H10 3.635 -6.832 -2.419  0.078
C7 3.349 -4.379 -1.884  -0.542
O1 2.226 -4.799 -2.061  -0.132
H11 5.777 -3.491 -1.350  0.070
H12 3.518 -3.305 -1.358  -0.302
H13 4.258 -6.113 -3.946  0.086
H14 6.151 -3.903 -3.057  0.084
H15 -2.176 1.032 -1.196  0.074
H16 -4.468 1.399 0.875  0.084
C8 -2.960 0.278 -1.390  -0.039
C9 -4.720 0.459 0.360  -0.046
N2 -3.529 -0.232 -0.147  -0.187
H17 -2.537 -0.548 -1.975  0.047
C10 -3.137 -1.390 0.434  -0.307
O2 -2.384 -2.244 -0.091  -0.248
H18 -5.215 -0.208 1.073  0.086
H19 -3.554 -1.503 1.452  0.124
H20 -3.768 0.781 -1.935  0.089
H21 -5.387 0.694 -0.481  0.091
O3 0.271 2.333 -0.372  -0.347
C11 -0.196 2.853 0.850  -0.362
C12 -1.695 1.069 1.934  -0.074
C13 -0.499 1.776 1.878  -0.196
H22 -2.404 1.259 1.128  0.084
C14 -2.017 0.338 3.080  -0.089
H23 0.618 3.446 1.253  0.119
C15 0.464 1.624 2.866  -0.028
H24 -2.999 -0.165 3.133  0.093
C16 -1.162 0.432 4.193  -0.120
C17 0.126 1.002 4.070  -0.090
H25 1.383 2.225 2.791  0.121
H26 -1.475 -0.007 5.141  0.090
H27 0.846 0.980 4.916  0.105
Si1 1.006 1.385 -2.027  0.306
Cl3 0.260 -0.397 -0.627  0.079
C18 0.603 0.391 -3.692  -0.247
C19 2.850 1.346 -2.014  -0.196
C20 0.508 3.042 -2.714  -0.218
H28 0.953 -0.652 -3.792  -0.004
H29 1.114 0.983 -4.476  0.013
H30 -0.473 0.351 -3.944  0.006
H31 -0.594 3.154 -2.669  0.033
H32 0.853 3.090 -3.747  0.018
H33 0.926 3.885 -2.154  0.021
H34 3.339 0.599 -1.396  -0.017
H35 3.163 2.340 -1.693  0.025
H36 3.224 1.190 -3.031  0.036
N3 -0.820 -3.142 2.415  -0.039
C21 -0.645 -2.888 3.720  -0.114
C22 0.686 -2.419 3.861  -0.066
C23 1.200 -2.407 2.541  -0.147
N4 0.281 -2.848 1.656  -0.118
H37 -1.675 -3.470 1.945  0.141
H38 -1.415 -3.022 4.444  0.101
H39 1.182 -2.104 4.745  0.078
H40 2.192 -2.106 2.240  0.072

---

Record 2
The following is a quantum chemistry calculation of a molecular structure, C23H40BrN2O8S2SiY in a non-equilibrium geometry, from the OMol25 dataset.

Properties
- Energy above the lowest of the compared OMol25 structures with the same formula, charge and spin: 0.00 kcal/mol
- Orbital gap: 5.87 eV
- Highest occupied orbital energy: -1.98 eV
- Total charge: -2
- DFT total energy: -5310.459803 Eh
- E_LUMO: 0.143 Ha

Each line ends with the Löwdin charge.
Positions of all 78 atoms, in Å:
Y1 -1.916 -0.408 -1.818  1.130
O1 -2.094 -1.906 -3.441  -0.420
C1 -3.223 -2.734 -3.600  -0.342
C2 -3.190 -3.876 -2.535  -0.145
N1 -3.458 -3.496 -1.103  -0.157
C3 -4.746 -3.046 -0.593  -0.128
C4 -4.780 -1.554 -0.223  -0.631
O2 -5.651 -1.100 0.506  -0.003
O3 -3.819 -0.905 -0.792  -0.200
C5 -2.537 -3.802 -0.004  -0.117
C6 -1.181 -3.174 0.128  -0.640
O4 -0.295 -3.758 0.770  -0.034
O5 -1.050 -2.024 -0.408  -0.145
H1 -2.466 1.124 -4.408  -0.270
H2 -3.207 -3.406 -4.478  0.084
H3 -4.151 -2.178 -3.660  0.095
H4 -2.188 -4.266 -2.528  0.105
H5 -3.937 -4.681 -2.787  0.105
H6 -5.125 -3.551 0.324  0.114
H7 -5.483 -3.179 -1.389  0.115
H8 -2.289 -4.855 -0.046  0.104
H9 -2.964 -3.651 1.016  0.142
C7 2.224 -2.166 -0.329  -0.019
C8 2.348 -1.224 0.907  -0.571
C9 2.052 -2.008 2.193  -0.025
C10 3.615 -0.394 0.975  -0.051
O6 1.203 -0.364 0.629  -0.162
Si1 0.864 1.186 0.918  -0.147
S1 -0.710 1.861 -0.363  0.276
O7 2.149 2.111 0.785  -0.157
C11 2.690 3.387 1.087  -0.662
C12 2.173 3.912 2.412  -0.025
C13 4.158 3.178 1.058  -0.050
C14 2.297 4.336 -0.049  -0.043
O8 0.198 1.347 2.425  -0.180
C15 -1.044 1.448 3.077  -0.674
C16 -1.552 2.883 3.031  -0.068
C17 -2.030 0.386 2.470  -0.033
C18 -0.880 1.121 4.550  -0.060
H10 3.132 -2.707 -0.581  0.065
H11 1.917 -1.552 -1.156  0.064
H12 1.465 -2.951 -0.083  0.067
H13 2.842 -2.639 2.621  0.077
H14 1.157 -2.634 2.135  0.063
H15 1.759 -1.235 2.953  0.089
H16 4.519 -0.994 1.228  0.085
H17 3.462 0.265 1.849  0.073
H18 3.940 0.288 0.157  0.089
H19 2.176 3.175 3.233  0.095
H20 1.092 4.154 2.340  0.090
H21 2.757 4.775 2.629  0.066
H22 4.461 2.496 1.882  0.097
H23 4.614 4.135 1.274  0.075
H24 4.498 2.820 0.094  0.080
H25 1.191 4.341 -0.049  0.077
H26 2.628 4.003 -1.022  -0.016
H27 2.622 5.356 0.232  0.089
H28 -1.589 3.381 2.010  0.074
H29 -0.983 3.525 3.716  0.064
H30 -2.618 2.897 3.399  0.092
H31 -2.540 0.833 1.601  0.053
H32 -2.834 0.172 3.200  0.078
H33 -1.461 -0.537 2.193  0.099
H34 -0.281 1.882 5.102  0.084
H35 -0.478 0.126 4.692  0.079
H36 -1.914 1.173 4.886  0.071
S2 -2.828 1.739 -3.161  -0.024
Br1 3.231 2.863 -3.299  0.718
C19 2.056 1.345 -3.572  -0.591
C20 2.615 0.257 -4.319  -0.096
C21 1.792 -0.856 -4.527  -0.072
C22 0.650 -0.876 -3.834  -0.164
N2 0.125 0.134 -3.152  -0.010
C23 0.760 1.311 -3.130  -0.219
H37 3.626 0.267 -4.700  0.088
H38 2.077 -1.688 -5.158  0.106
H39 0.124 -1.792 -3.756  0.092
H40 0.235 2.173 -2.639  0.039

---

Record 3
The following is a quantum chemistry calculation of a molecular structure, C23H40Cl3MnN4O3Si in a non-equilibrium geometry, from the OMol25 dataset.

Properties
- Energy above the lowest of the compared OMol25 structures with the same formula, charge and spin: 0.00 kcal/mol
- Multiplicity: 6
- Orbital gap (spin up / spin down): 5.18 / 6.96 eV
- Highest occupied orbital energy (spin up / spin down): -2.69 / -4.47 eV
- Total charge: -1
- DFT total energy: -4166.472623 Eh
- E_LUMO (spin up / spin down): 0.092 / 0.092 Ha

Each line ends with the Löwdin charge.
Positions of all 75 atoms, in Å:
C1 -1.510 -1.891 -2.362  -0.053
C2 -1.093 -2.924 -1.366  -0.233
H1 -1.195 -2.154 -3.379  0.058
H2 -1.085 -0.900 -2.103  0.028
H3 -2.610 -1.776 -2.355  0.091
C3 -0.604 -4.137 -1.660  -0.139
C4 -0.430 -4.710 -3.027  -0.120
H4 -0.317 -4.805 -0.846  0.096
H5 -0.659 -4.000 -3.829  0.054
H6 -1.076 -5.590 -3.152  0.065
H7 0.602 -5.061 -3.167  0.060
Mn1 -0.030 0.339 0.824  0.188
Cl1 -2.166 0.404 1.423  0.042
Cl2 -0.155 1.456 -1.260  0.022
H8 0.606 4.678 4.290  0.085
H9 -1.470 5.682 3.129  0.084
C5 0.962 4.364 3.304  -0.035
C6 -1.043 5.322 2.185  -0.045
N1 -0.177 4.174 2.419  -0.181
H10 1.520 3.427 3.383  0.090
C7 -0.380 3.009 1.823  -0.307
O1 0.411 2.024 1.967  -0.153
H11 -1.847 5.012 1.511  0.093
H12 -1.265 2.892 1.190  0.080
H13 1.606 5.156 2.910  0.088
H14 -0.480 6.148 1.732  0.086
H15 1.437 -1.555 -2.247  0.090
H16 2.382 -3.585 -1.055  0.087
C8 2.255 -0.938 -1.851  -0.046
C9 3.218 -2.927 -0.772  -0.054
N2 2.764 -1.552 -0.638  -0.173
H17 1.876 0.065 -1.640  0.010
C10 2.644 -0.994 0.567  -0.283
O2 1.969 0.040 0.812  -0.121
H18 3.635 -3.263 0.184  0.082
H19 3.217 -1.513 1.362  0.132
H20 3.066 -0.901 -2.588  0.086
H21 3.990 -2.985 -1.548  0.082
O3 -0.098 -1.526 0.172  -0.333
C11 -1.131 -2.412 0.070  -0.448
C12 0.079 -4.019 1.640  -0.065
C13 -1.119 -3.520 1.141  -0.156
H22 1.008 -3.601 1.250  0.097
C14 0.086 -5.023 2.618  -0.102
H23 -2.076 -1.864 0.181  0.075
C15 -2.326 -4.076 1.586  -0.026
H24 1.046 -5.361 3.015  0.092
C16 -1.119 -5.594 3.037  -0.127
C17 -2.327 -5.129 2.509  -0.104
H25 -3.251 -3.672 1.169  0.115
H26 -1.105 -6.400 3.768  0.084
H27 -3.267 -5.603 2.809  0.090
Si1 -0.424 4.863 -4.440  0.108
Cl3 -0.661 3.202 -5.705  0.263
C18 1.409 4.949 -4.095  -0.225
C19 -1.513 4.388 -3.014  -0.246
C20 -0.977 6.477 -5.240  -0.221
H28 1.766 3.973 -3.737  0.034
H29 1.624 5.710 -3.331  0.030
H30 1.965 5.207 -5.008  0.027
H31 -0.376 6.737 -6.120  0.023
H32 -0.892 7.322 -4.543  0.028
H33 -2.022 6.440 -5.567  0.024
H34 -1.197 3.412 -2.597  -0.054
H35 -2.556 4.300 -3.362  0.034
H36 -1.460 5.149 -2.222  0.027
N3 -0.236 -0.958 5.249  0.032
C21 0.802 -1.831 4.941  -0.109
C22 1.078 -1.640 3.602  -0.133
N4 0.233 -0.670 3.116  0.028
C23 -0.547 -0.275 4.106  -0.208
H37 -0.695 -0.804 6.144  0.142
H38 1.257 -2.499 5.654  0.090
H39 1.811 -2.136 2.969  0.085
H40 -1.359 0.451 4.061  0.090